1.
55
Properties=species:S:1:pos:R:3:forces:R:3:lowdin_charge:R:1 method="wB97M-V/def2-TZVPD" homo_energy_ev=-5.53 multiplicity=1 lumo_energy_ev=2.62 homo_lumo_gap_ev=8.2 charge=-1 total_energy_ha=-2187.9214
N 2.072416 -2.173754 3.111668 0.1 0.3 -0.4 -0.3115
P 2.446558 -0.667689 2.815950 -0.8 -1.1 0.2 0.8166
C 1.230933 0.294463 1.765820 0.7 0.1 0.3 -0.4660
C 1.457366 1.798977 2.064843 0.6 -0.6 -0.1 -0.7453
O 2.607932 2.058084 2.463148 0.7 0.1 0.2 -0.0469
O 0.553284 2.562348 1.764627 -1.3 0.9 -0.2 -0.0022
O -0.035653 -0.184967 2.261570 -0.1 0.0 -0.6 -0.2861
S -1.388726 0.403732 1.572713 -0.2 -0.1 0.3 0.9710
O -2.393879 0.016547 2.532045 -0.2 0.0 0.1 -0.3769
O -1.598478 -0.733558 0.387038 0.1 0.1 0.0 -0.2739
C -0.846924 -0.543004 -0.827208 -0.1 -0.2 -0.5 -0.4629
C -1.753858 0.035605 -1.950118 0.0 0.4 0.5 -0.1175
C -2.777380 1.120484 -1.562040 -0.1 -0.1 -0.4 -0.1803
C -4.233246 0.629483 -1.663603 0.5 0.1 0.1 -0.2108
C -4.666295 -0.396896 -0.638666 -0.4 0.0 0.2 -0.3009
N -4.866092 0.235488 0.663470 -0.3 0.0 -0.2 0.0086
C -0.374866 -1.947044 -1.288752 -0.3 0.1 0.1 -0.0857
C -0.130400 -2.969459 -0.180862 0.3 -0.2 0.1 -0.0558
C 0.982446 -3.945932 -0.489652 0.0 0.0 0.2 -0.6218
F 1.452986 -4.527929 0.625282 -0.1 0.0 0.0 0.1296
F 0.567933 -4.948217 -1.296452 -0.1 -0.1 -0.2 0.1150
F 2.035953 -3.382305 -1.110093 0.2 0.1 0.0 0.1215
C 0.355000 0.409340 -0.693500 0.1 -0.1 0.1 -0.1115
C 1.488590 0.020004 0.263316 0.3 0.0 0.1 -0.2438
C 2.801737 0.723229 -0.182044 -0.2 0.0 -0.1 -0.1545
C 2.645161 2.181067 -0.642614 0.8 -0.1 -0.1 -0.1653
C 3.867750 3.040475 -0.263827 -0.3 0.1 0.2 -0.2608
O 3.485687 4.326594 0.207087 0.0 0.0 -0.2 -0.0819
H 1.182893 -2.446336 2.713923 0.0 -0.1 0.2 -0.0692
H 2.577292 0.053926 4.001691 0.2 0.4 -0.1 0.0137
H 3.686031 -0.588693 2.167405 0.1 0.4 0.1 0.0111
H -1.059513 0.478488 -2.662367 0.0 -0.2 -0.3 0.1157
H -2.291979 -0.763669 -2.455283 0.0 -0.2 0.0 0.1063
H -2.697274 1.920544 -2.300478 0.1 0.1 0.1 0.1067
H -2.550199 1.585969 -0.603572 0.0 -0.1 0.1 0.0909
H -4.903922 1.487470 -1.590494 -0.1 0.0 0.0 0.1094
H -4.333115 0.208193 -2.666313 -0.2 0.0 -0.1 0.1050
H -5.633394 -0.802411 -0.950592 0.0 -0.1 -0.1 0.0998
H -3.967151 -1.238225 -0.603185 0.2 0.0 0.0 0.1002
H -4.179440 0.956947 0.821076 0.2 0.0 0.1 0.0365
H -4.769670 -0.431285 1.413974 0.2 0.0 0.1 0.0576
H -1.138770 -2.357312 -1.946514 0.0 0.0 -0.1 0.1156
H 0.512775 -1.808393 -1.902241 0.1 0.0 0.0 0.1257
H -1.010050 -3.590400 -0.025983 -0.1 0.1 0.1 0.1374
H 0.108245 -2.523905 0.780438 0.0 0.2 0.0 0.1024
H 0.034837 1.436677 -0.522152 -0.1 0.0 0.2 0.1199
H 0.803851 0.410826 -1.688414 0.0 0.0 -0.1 0.1262
H 1.660340 -1.051021 0.138386 0.0 -0.1 0.1 0.1193
H 3.501907 0.741252 0.644057 0.0 -0.2 0.1 0.0628
H 3.261837 0.109528 -0.959675 0.0 0.0 -0.1 0.1205
H 2.538702 2.219970 -1.727627 -0.4 0.1 0.0 0.1089
H 1.791035 2.649114 -0.167712 -0.2 0.0 -0.1 0.0922
H 4.440575 2.545976 0.522869 0.1 -0.1 -0.1 0.1046
H 4.502494 3.198012 -1.133919 0.2 0.1 0.0 0.1082
H 2.945712 4.163571 0.993546 0.0 0.0 0.1 0.0727

---

2.
13
Properties=species:S:1:pos:R:3:forces:R:3:lowdin_charge:R:1 method="wB97M-V/def2-TZVPD" homo_energy_ev=-9.93 smiles="C=C[C@@H](O)C(=O)S" multiplicity=1 lumo_energy_ev=0.43 homo_lumo_gap_ev=10.4 total_energy_ha=-704.6398
C 0.751071 0.464186 -0.136101 -0.4 0.8 0.6 -0.3637
C 0.044938 -0.703245 -0.730790 0.2 -0.6 0.2 -0.1901
C -1.076357 -0.574813 -1.413725 -0.1 -0.3 -0.9 0.0254
C 0.996726 0.232218 1.382145 1.4 -0.2 -0.1 -0.7005
H -0.728083 1.802660 0.224044 0.3 -0.4 0.1 0.0847
H 1.746837 0.505379 -0.609879 -0.4 0.5 0.3 0.1608
H 0.556070 -1.667342 -0.555949 -0.4 0.4 -0.3 0.1295
H -1.508919 -1.437020 -1.949615 0.0 0.6 0.5 0.0752
H -1.455207 0.440448 -1.573423 -0.1 -0.6 0.0 0.0734
H -1.025933 -0.930316 1.449097 -0.2 0.1 -0.3 -0.1353
O 0.058816 1.724076 -0.334920 0.9 -0.7 0.0 -0.0430
O 2.094720 0.280787 1.892857 -1.3 0.2 -0.6 0.0367
S -0.454679 -0.137018 2.356259 0.0 0.1 0.6 0.8469

---

3.
54
Properties=species:S:1:pos:R:3:forces:R:3:lowdin_charge:R:1 method="wB97M-V/def2-TZVPD" homo_energy_ev="-9.63 / -9.69" multiplicity=2 lumo_energy_ev="-4.20 / -4.15" s_squared=0.81 homo_lumo_gap_ev="5.4 / 5.5" charge=+1 total_energy_ha=-2363.3806
Ru -0.345600 -0.492400 -0.759700 -4.5 1.9 2.0 1.1855
I -6.006700 3.191000 2.231100 0.3 -0.2 -0.1 0.8556
C -4.102800 2.628400 1.526100 -0.2 0.0 0.1 -0.7154
C -3.554300 3.317200 0.447700 -0.4 -0.1 0.3 -0.2270
C -2.321000 2.937800 -0.008000 1.2 -0.7 -0.1 -0.6179
I -1.410500 3.841100 -1.669400 -0.2 0.1 0.2 1.0056
C -1.542100 1.905300 0.606900 -3.3 0.9 1.1 -0.5569
O -0.417600 1.590700 0.131900 3.0 -2.3 -2.0 -0.2270
C -2.118900 1.278500 1.768600 0.9 0.3 -0.9 -0.1854
C -1.243700 0.359900 2.588800 -0.4 0.8 -0.1 -0.1257
N -0.531600 -0.652600 1.801200 0.1 -1.0 -1.9 -0.0626
C 0.831900 -0.953300 2.246000 0.2 -0.2 0.0 -0.1224
C 1.723900 -1.361100 1.091600 0.3 -0.2 0.3 -0.2705
C 2.580400 -2.454000 1.128200 0.0 0.3 0.1 -0.0050
C 3.417800 -2.688600 0.043500 -0.1 0.4 -0.2 -0.0401
C 3.396200 -1.811500 -1.034500 0.2 -0.1 0.2 -0.0460
C 2.517100 -0.742200 -0.998300 0.3 0.1 0.0 -0.1149
N 1.692900 -0.536900 0.032900 -0.4 -0.5 -0.7 -0.0212
C -3.388300 1.614200 2.170100 -0.6 0.5 0.0 -0.1255
H -4.080400 4.132400 -0.024300 -0.1 0.0 0.0 0.0872
H -1.847900 -0.099900 3.379800 0.2 0.0 -0.1 0.1327
H -0.492300 1.000900 3.070200 -0.1 -0.3 -0.1 0.1376
H -1.087900 -1.506400 1.767800 0.2 0.2 0.2 0.0960
H 0.845400 -1.722200 3.030300 0.1 0.2 -0.1 0.1354
H 1.263600 -0.030600 2.653000 -0.1 -0.2 0.0 0.1403
H 2.613900 -3.092300 1.998000 -0.1 0.0 0.1 0.1218
H 4.097300 -3.525600 0.048500 0.1 -0.1 0.0 0.1168
H 4.065700 -1.935400 -1.870600 0.0 0.0 -0.1 0.1161
H 2.489700 0.009800 -1.784800 -0.1 -0.2 0.0 0.1296
H -3.839400 1.107600 3.011200 0.0 0.0 0.1 0.0992
O -0.570900 -0.117400 -3.000100 1.9 -1.2 2.2 -0.2301
N -1.630600 0.551800 -3.348700 -1.8 0.8 0.2 -0.2346
C -1.586700 1.252600 -4.498000 0.2 0.2 -0.3 -0.0325
C -2.642200 2.021000 -4.916700 0.0 -0.1 0.1 -0.0520
C -3.806900 2.060800 -4.151300 0.2 -0.3 0.1 -0.0576
C -3.852700 1.324200 -2.991100 0.0 0.1 -0.3 -0.1030
C -2.756000 0.564900 -2.579300 0.1 0.0 0.0 -0.6505
S -2.853500 -0.348700 -1.123500 2.3 -0.4 0.2 0.7464
H -0.655600 1.174500 -5.039300 0.0 0.0 0.1 0.1433
H -2.553300 2.595100 -5.824000 0.1 0.0 -0.1 0.1169
H -4.651600 2.655800 -4.458800 -0.1 0.1 0.0 0.1201
H -4.722300 1.315000 -2.351600 0.0 0.1 0.0 0.1159
C 1.239700 -5.892500 -1.247100 0.6 -0.4 -0.3 0.0040
N 0.368100 -4.839700 -0.804200 -0.3 0.4 -0.1 -0.1145
C -0.601700 -4.942300 0.145300 -0.4 0.2 0.3 -0.0362
C -1.154800 -3.701900 0.272100 -0.1 -0.1 0.2 -0.1259
N -0.522700 -2.846400 -0.580100 0.9 1.4 -0.9 -0.0244
C 0.378200 -3.563200 -1.221000 0.1 0.0 -0.2 -0.1579
H 0.877300 -6.845700 -0.866300 0.0 0.1 0.0 0.1022
H 2.252700 -5.718400 -0.875800 -0.1 -0.1 0.0 0.0935
H 1.266800 -5.934200 -2.336900 0.0 0.0 0.1 0.1055
H -0.826500 -5.860100 0.648500 0.0 -0.2 0.0 0.1287
H -1.979600 -3.389500 0.882300 -0.1 0.0 0.1 0.1083
H 1.026300 -3.188700 -1.996000 0.0 -0.1 0.0 0.1384

---

Number 1: largest force on an atom 0.0313 hartree/bohr. Number 2: largest force on an atom 0.0284 hartree/bohr. Number 3: largest force on an atom 0.1033 hartree/bohr.